[1]
132
Properties=species:S:1:pos:R:3:mulliken_charge:R:1 method="wB97M-V/def2-TZVPD" charge=+1 e_lumo_ev=-2.4452 gap_ev=7.7
C 3.66891 -2.52789 3.98326 -0.98
C 4.52617 -1.65863 3.45604 0.37
C 4.98200 -0.41061 4.20855 0.25
O 4.93463 -0.43834 5.41438 -0.54
O 5.39780 0.69152 3.52299 -0.32
C 6.42348 0.42278 2.55489 -0.78
C 6.02386 0.89162 1.13051 -0.51
C 4.49600 0.84499 0.85817 -0.95
C 4.15764 0.29810 -0.55566 -0.14
C 3.89086 -1.23286 -0.55374 -0.13
C 2.57662 -1.61923 -1.27915 0.29
C 1.58768 -2.34879 -0.42426 0.09
C 1.64686 -2.83474 0.82273 -0.40
N 0.39439 -3.37294 1.06954 0.10
C -0.40082 -3.23940 0.03130 0.12
C -1.83317 -3.69415 -0.03912 -0.65
C -2.52844 -3.35436 1.31803 -0.55
C -3.94660 -2.79475 1.09462 -0.85
C -4.60327 -2.46001 2.43647 -0.06
C -6.09015 -2.09783 2.34614 -0.72
C -6.35487 -0.79718 1.57430 -0.55
O -7.77504 -0.70111 1.39847 -0.23
C -8.22735 0.58705 1.31319 0.68
O -7.90658 1.48291 2.05374 -0.53
C -9.22047 0.83366 0.21013 -0.25
C -10.28130 1.61429 0.35622 -0.63
N 0.30777 -2.61913 -0.89997 -0.07
H 2.86432 -2.21182 4.64129 0.30
H 3.83138 -3.58594 3.77378 0.34
H 4.95565 -1.80307 2.46359 0.30
H 6.74435 -0.62222 2.53150 0.38
H 7.29322 1.01672 2.85404 0.40
H 6.39285 1.91384 0.99961 0.30
H 6.52244 0.28993 0.36085 0.43
H 4.11227 1.86761 0.94033 0.32
H 3.93885 0.25951 1.59817 0.55
H 4.98413 0.55513 -1.22264 0.45
H 3.29823 0.86976 -0.91700 -0.11
H 3.98267 -1.66285 0.44738 -0.30
H 4.71097 -1.66975 -1.13645 0.33
H 2.09366 -0.67441 -1.56819 -0.61
H 2.76812 -2.13387 -2.22690 0.52
H 2.49068 -2.79192 1.49178 0.40
H 0.06076 -3.80949 1.91756 0.20
H -1.90431 -4.75664 -0.27377 0.39
H -2.29979 -3.06159 -0.80214 0.38
H -1.97261 -2.59888 1.88538 0.54
H -2.64842 -4.26436 1.91446 0.31
H -4.56726 -3.52293 0.55983 0.25
H -3.86890 -1.87838 0.49076 0.55
H -4.08097 -1.65830 2.97895 0.37
H -4.53515 -3.34640 3.08570 -0.29
H -6.70664 -2.89062 1.90680 0.34
H -6.48762 -1.92247 3.35404 0.30
H -5.93091 0.05786 2.10983 0.38
H -5.86934 -0.83027 0.58812 0.22
H -9.03862 0.29122 -0.71725 0.32
H -10.77228 1.79616 1.30687 0.25
H -10.69381 2.03681 -0.55673 0.24
H -0.01077 -2.37578 -1.82581 0.28
C 4.61177 3.85618 -1.52029 -0.08
O 4.10065 2.89777 -2.08616 -0.61
N 5.74201 4.46132 -1.90027 0.47
C 6.28523 5.59682 -1.17978 -0.98
C 6.45092 3.96492 -3.07745 -1.05
H 4.15765 4.30949 -0.62203 0.40
H 6.34587 6.45716 -1.84820 0.36
H 7.28559 5.35313 -0.81613 0.31
H 5.65156 5.85066 -0.33164 0.31
H 5.79249 4.02253 -3.94544 0.22
H 6.72769 2.92718 -2.92142 0.26
H 7.34242 4.55431 -3.25744 0.43
C 3.47912 5.81262 -6.60257 0.11
O 4.17823 6.76015 -6.29960 -0.59
N 2.66105 5.15772 -5.75602 0.14
C 1.84803 4.02953 -6.16679 -0.72
C 2.58716 5.59313 -4.37494 -0.78
H 3.46112 5.40215 -7.62639 0.28
H 0.79657 4.26013 -5.99627 0.31
H 2.12607 3.15443 -5.57519 0.18
H 1.99873 3.80664 -7.22154 0.33
H 2.25944 6.63315 -4.33625 0.36
H 3.57909 5.52326 -3.92373 0.12
H 1.88908 4.96921 -3.82117 0.27
C -4.32004 -5.78322 4.38666 0.14
O -3.94027 -5.46206 3.26926 -0.69
N -3.62736 -6.54219 5.24682 0.11
C -4.14342 -6.88489 6.56128 -0.92
C -2.32028 -7.03747 4.85137 -0.88
H -5.29618 -5.46132 4.78242 0.26
H -3.46478 -6.50960 7.32883 0.35
H -4.22271 -7.96929 6.65029 0.35
H -5.12654 -6.44436 6.71140 0.30
H -1.66278 -6.19553 4.62788 0.23
H -2.41671 -7.64829 3.95296 0.30
H -1.88963 -7.63281 5.65198 0.39
C 9.80546 2.30306 -4.40210 0.09
O 8.66672 2.67868 -4.18744 -0.53
N 10.79815 2.30032 -3.49377 0.11
C 12.13632 1.83929 -3.81461 -0.93
C 10.51726 2.77518 -2.15042 -0.85
H 10.11969 1.92564 -5.38881 0.24
H 12.39872 0.99939 -3.16840 0.34
H 12.84998 2.65000 -3.65729 0.34
H 12.18945 1.51762 -4.85245 0.30
H 9.72599 2.16896 -1.70557 0.25
H 10.17580 3.81065 -2.19191 0.26
H 11.41301 2.71166 -1.53777 0.37
C -13.94160 -0.52157 1.58384 0.10
O -13.59157 -0.25542 0.45085 -0.56
N -13.22782 -1.24835 2.47033 0.15
C -13.71590 -1.52476 3.80706 -0.92
C -11.93247 -1.76968 2.06929 -0.78
H -14.90825 -0.17837 1.98974 0.28
H -13.01924 -1.11766 4.54311 0.33
H -13.79951 -2.60414 3.95069 0.33
H -14.69359 -1.07140 3.95688 0.30
H -11.27486 -0.94571 1.78905 0.10
H -12.06026 -2.41846 1.20150 0.30
H -11.48204 -2.33334 2.88294 0.39
C -1.46154 3.02932 -3.70050 0.08
O -1.14910 3.31067 -4.83887 -0.54
N -0.72573 2.26795 -2.85910 0.18
C -1.16247 1.97373 -1.51061 -0.84
C 0.54247 1.73128 -3.32367 0.29
H -2.40149 3.38750 -3.24798 0.28
H -0.42751 2.35131 -0.79602 0.30
H -1.26241 0.89088 -1.38493 0.23
H -2.12377 2.44232 -1.30986 0.30
H 1.20564 2.54648 -3.60974 -0.35
H 0.37509 1.09992 -4.19903 0.36
H 1.01072 1.14699 -2.53431 -0.32

[2]
140
Properties=species:S:1:pos:R:3:mulliken_charge:R:1 method="wB97M-V/def2-TZVPD" charge=+2 e_lumo_ev=-8.7452 gap_ev=2.2
C 5.74860 5.74505 -3.57305 -0.06
C 4.96939 4.85083 -3.77660 -0.73
C 3.89011 3.98358 -4.10021 0.33
C 3.16228 3.36354 -2.89618 0.32
O 4.10193 2.62491 -2.17039 -0.71
O 2.03559 2.62611 -3.28196 -0.12
C 2.24853 1.41735 -4.02891 -0.70
C 1.44442 0.26285 -3.43484 0.41
C 1.40416 0.18511 -1.90110 -0.28
C -0.04069 0.05532 -1.44967 -0.08
C -0.22586 -0.09548 0.05430 -0.31
C -1.62440 0.32728 0.49079 -0.67
C -2.70415 -0.44207 -0.27290 0.66
C -4.12489 -0.11556 0.18614 -1.55
C -4.93728 0.60509 -0.90054 -0.08
C -4.89938 -0.01017 -2.31468 0.96
C -6.16426 0.26186 -3.15829 -1.11
C -6.78153 1.62499 -2.84649 -1.15
C -5.79611 2.81311 -2.89969 -0.78
C -4.78114 2.79910 -4.06820 0.44
C -3.91656 4.07815 -4.00406 0.86
C -3.68863 4.60329 -2.58934 -0.07
C -2.59829 5.67603 -2.36698 1.74
C -3.18728 7.09751 -2.37343 -1.09
C -2.51755 8.02518 -1.32463 -0.59
C -3.45018 8.29580 -0.12982 -0.73
C -3.39786 7.14867 0.88586 -0.83
C 2.56052 4.46845 -1.94035 1.88
O 2.32792 5.67699 -2.58785 -0.42
C 1.15987 5.69795 -3.37370 -1.03
C 3.32561 4.66706 -0.63703 0.82
C 2.50300 5.62272 0.24578 -1.38
F 4.53454 5.25415 -0.83160 -0.32
H 6.55803 6.42750 -3.63648 0.50
H 3.17593 4.48011 -4.75162 0.30
H 4.40235 3.11493 -4.81126 0.07
H 3.69617 1.83991 -1.79064 0.59
H 3.34012 1.16213 -4.20970 0.15
H 1.83036 1.60857 -5.01806 0.23
H 1.83217 -0.68104 -3.80414 0.39
H 0.42091 0.39606 -3.77311 -0.37
H 1.81393 1.04757 -1.37080 -0.01
H 1.97616 -0.67359 -1.55035 0.19
H -0.47612 1.02325 -1.71822 0.21
H -0.54132 -0.77425 -1.93896 0.23
H 0.52453 0.46647 0.61753 0.39
H -0.09676 -1.15082 0.33540 -0.16
H -1.72041 0.08418 1.55118 0.40
H -1.78920 1.40755 0.42142 0.01
H -2.54168 -0.24912 -1.32865 -0.48
H -2.51531 -1.50230 -0.09493 0.20
H -4.60872 -1.02877 0.52790 0.44
H -4.12823 0.54003 1.05729 0.52
H -4.55039 1.62364 -0.90448 -0.24
H -5.97849 0.67960 -0.59430 0.35
H -4.81833 -1.09214 -2.17373 0.71
H -3.98238 0.29246 -2.81059 -0.95
H -6.88942 -0.50211 -2.88112 0.43
H -5.95541 0.10735 -4.21557 0.30
H -7.27661 1.55681 -1.88274 0.31
H -7.56998 1.82988 -3.57063 0.44
H -6.39142 3.71328 -3.06139 0.62
H -5.36027 2.90517 -1.91508 0.37
H -5.34228 2.84844 -5.00076 0.28
H -4.12964 1.88027 -4.17390 -0.74
H -4.38278 4.87247 -4.58684 0.35
H -2.83268 3.90682 -4.52597 -0.82
H -3.45541 3.76022 -1.93613 -0.28
H -4.62758 5.01991 -2.22959 0.34
H -1.84063 5.59052 -3.17710 -1.08
H -2.11459 5.45558 -1.41427 -0.08
H -4.25318 7.09421 -2.16448 0.47
H -3.00899 7.54045 -3.35152 0.36
H -2.25709 8.97573 -1.78326 0.43
H -1.60364 7.55896 -0.95824 0.17
H -4.45462 8.46443 -0.50336 0.39
H -3.06788 9.19360 0.34980 0.35
H -3.64412 7.51306 1.87861 0.39
H -2.42069 6.67012 0.90785 0.09
H -4.13382 6.38278 0.63676 0.21
H 1.55580 4.06576 -1.66697 -2.35
H 0.90657 6.74027 -3.54054 0.41
H 1.27535 5.22744 -4.35100 0.32
H 0.29816 5.22436 -2.87812 0.34
H 3.39868 3.74531 -0.06548 0.35
H 1.66658 5.02389 0.64277 0.16
H 2.13200 6.46732 -0.32730 0.37
H 3.08542 5.98326 1.08504 0.44
Li 0.16366 4.19125 -0.31416 0.92
C 2.69815 -3.84899 -1.10176 -0.52
Cl 1.18677 -3.26398 -1.80027 -0.03
Cl 2.80240 -3.43689 0.63010 -0.36
H 2.74041 -4.93090 -1.20874 0.42
H 3.53507 -3.39122 -1.61551 0.35
O 0.93511 -8.79792 4.77324 -0.74
P 2.32863 -8.37201 4.54121 1.00
O 2.29530 -7.39738 3.21732 -0.03
C 1.64650 -6.14626 3.31516 -2.14
C 2.55665 -5.10234 3.95514 -1.54
O 2.99012 -9.70030 3.88227 -0.35
C 2.42858 -11.00696 4.09680 -0.28
C 1.63984 -11.45538 2.88749 -1.20
O 3.75235 -7.84983 5.07462 -0.24
C 4.29070 -8.42505 6.30623 -0.33
C 5.30508 -9.50574 5.99774 -0.99
H 0.70148 -6.23952 3.87053 0.53
H 1.39877 -5.82313 2.29928 1.84
H 2.74264 -5.35318 4.99584 0.16
H 2.10752 -4.10384 3.92246 0.67
H 3.52610 -5.07143 3.44838 0.35
H 1.81572 -11.02693 4.99653 0.38
H 3.26629 -11.68657 4.26101 0.34
H 0.84714 -10.74550 2.65022 0.27
H 1.19197 -12.43387 3.05990 0.38
H 2.29018 -11.51815 2.01424 0.31
H 3.48663 -8.80500 6.93979 0.36
H 4.77338 -7.60859 6.84069 0.33
H 4.81709 -10.43800 5.72082 0.16
H 5.92036 -9.70560 6.87444 0.40
H 5.94436 -9.21073 5.16709 0.29
Br -2.25568 1.20736 -4.91643 -0.12
Cl 4.96337 1.51750 -5.01528 -0.46
Cs 1.07459 -4.49242 1.58135 1.15
Al -2.32196 -1.16616 -4.74440 0.08
Br -1.10178 4.41535 -4.68466 -0.15
O 0.05489 -1.16370 -5.70936 -0.47
H 0.70284 -0.84927 -6.35116 0.27
H 0.14668 -2.12338 -5.73570 0.30
C 0.72930 -2.92088 7.29636 0.11
O 0.85445 -2.16266 6.34736 -0.64
N 1.74464 -3.50849 7.94767 0.15
C 1.52556 -4.40186 9.07318 -0.87
C 3.10581 -3.23731 7.51455 -0.78
H -0.25855 -3.18489 7.70692 0.32
H 2.01792 -4.00569 9.96185 0.34
H 1.93634 -5.38819 8.84981 0.29
H 0.46172 -4.50043 9.27441 0.30
H 3.31132 -2.16943 7.58390 0.32
H 3.23345 -3.54015 6.47447 0.09
H 3.80644 -3.78292 8.14051 0.38